(1)
Entry from the OMol25 dataset: one molecule with the formula C18H23O5P in a non-equilibrium geometry (ωB97M-V/def2-TZVPD).

```
47
Properties=species:S:1:pos:R:3:forces:R:3:nbo_charge:R:1
C 5.77452 -1.35669 -1.73882 0.01 -0.05 -0.05 -0.39
C 6.37904 -0.50444 -0.93502 -0.19 0.26 0.15 -0.20
C 5.70100 0.58432 -0.15671 0.29 -0.06 0.26 -0.12
H 6.05863 1.56447 -0.48752 -0.06 -0.12 0.08 0.20
H 5.92754 0.45884 0.91020 -0.02 0.10 -0.20 0.21
O 4.28817 0.61162 -0.33323 0.06 0.19 -0.35 -0.50
C 3.56259 -0.18432 0.46012 -0.38 -0.06 0.18 0.81
O 4.02217 -0.86816 1.33552 0.07 -0.02 0.00 -0.60
C 2.09380 -0.08464 0.11390 0.17 -0.11 0.09 -0.52
C 1.23336 -0.92936 1.03874 -0.48 0.00 -0.51 -0.76
P -0.48997 -0.95252 0.36338 1.01 0.19 2.10 1.97
O -0.51221 -1.41795 -1.02804 -0.14 -0.27 -1.08 -1.11
C -0.99782 0.77785 0.60992 0.16 -0.43 -0.14 -0.43
C -1.21404 1.32472 1.86583 0.01 -0.02 0.00 -0.16
C -1.55495 2.66032 1.98276 -0.02 0.04 0.16 -0.22
C -1.66702 3.45162 0.84993 -0.02 0.07 -0.05 -0.21
C -1.43481 2.90875 -0.40313 0.00 0.11 0.03 -0.21
C -1.10030 1.57154 -0.52184 0.09 -0.09 -0.05 -0.19
H -0.92476 1.12037 -1.48718 -0.01 0.00 -0.11 0.24
H -1.51510 3.52624 -1.28554 -0.02 0.05 -0.08 0.22
H -1.93262 4.49416 0.94717 -0.02 0.08 0.01 0.22
H -1.73130 3.08813 2.95910 -0.01 0.03 0.07 0.21
H -1.11619 0.71027 2.74936 -0.02 -0.03 0.14 0.20
C -1.35368 -2.08380 1.55521 0.28 0.33 -0.37 -0.76
C -2.34403 -2.94486 0.79270 -0.06 -0.02 -0.13 -0.51
C -3.46742 -2.13666 0.19471 -0.28 -0.63 0.10 0.81
O -4.51536 -2.59094 -0.18009 0.02 -0.01 -0.09 -0.59
O -3.14873 -0.84017 0.14163 -0.09 0.18 0.02 -0.53
C -4.08207 0.03902 -0.48724 -0.67 0.21 -0.12 -0.12
C -3.75299 0.24162 -1.93384 0.08 -0.21 0.26 -0.19
C -3.86515 1.39684 -2.55951 -0.05 0.01 -0.07 -0.39
H -3.64440 1.49605 -3.60768 0.02 -0.04 -0.23 0.20
H -4.19230 2.28814 -2.04937 -0.03 0.19 0.17 0.19
H -3.42008 -0.64930 -2.44709 0.05 -0.10 -0.16 0.22
H -4.04512 0.97964 0.06769 0.02 -0.10 -0.04 0.20
H -5.08092 -0.41096 -0.39761 0.23 0.17 0.05 0.23
H -1.82996 -3.41681 -0.05127 -0.11 -0.04 0.05 0.26
H -2.77193 -3.73554 1.41196 -0.02 0.10 -0.08 0.24
H -1.85016 -1.51747 2.34216 0.05 0.06 0.05 0.24
H -0.58872 -2.71723 2.01063 -0.01 0.10 -0.01 0.24
H 1.26293 -0.54764 2.05894 -0.09 -0.03 0.09 0.24
H 1.60690 -1.95667 1.04362 -0.07 0.02 0.07 0.25
H 1.95730 -0.42451 -0.91692 0.07 0.11 -0.02 0.26
H 1.79818 0.96730 0.14643 0.07 -0.02 -0.07 0.24
H 7.44780 -0.54288 -0.77566 0.16 -0.07 -0.04 0.20
H 6.31947 -2.12173 -2.26308 0.16 -0.12 -0.08 0.20
H 4.71071 -1.32662 -1.90521 -0.21 0.05 0.01 0.20
```
Positions in Å, forces in eV/Å.

The SMILES is C=CCOC(=O)CCP(=O)(CCC(=O)OCC=C)c1ccccc1. The calculation puts the HOMO-LUMO gap at 10.237 eV. The HOMO energy is -9.59 eV. The value obtained for the lowest unoccupied orbital energy is 0.643 eV. Its charge is 0.

=====

(2)
Entry from the OMol25 dataset: C18H24AsBr2GdN3O9 as an isolated structure in a non-equilibrium geometry (ωB97M-V/def2-TZVPD).

```
58
Properties=species:S:1:pos:R:3:forces:R:3:lowdin_spin:R:1
Gd -8.16383 -13.44977 0.72244 0.64 0.37 0.99 7.11
O -10.01749 -16.10489 3.92835 -0.13 0.46 -0.20 0.00
C -10.19250 -15.58557 2.70902 2.08 0.14 0.09 0.00
O -9.58204 -14.58934 2.31867 -0.61 -0.37 0.57 0.00
C -11.03277 -16.43467 1.77753 -1.48 -0.25 0.38 0.00
O -10.23586 -17.42023 1.11773 -0.32 1.34 0.76 0.00
C -10.14864 -17.23089 -0.28942 0.45 -1.51 -0.26 0.00
C -9.75898 -15.86985 -0.86497 -2.18 -0.62 0.20 0.00
O -10.58082 -15.50727 -1.69660 0.89 1.12 -0.50 0.00
O -8.73093 -15.23505 -0.43950 0.44 0.02 0.13 -0.02
H -9.37933 -15.63176 4.52765 -0.65 -0.13 -1.15 0.00
H -11.56240 -15.76450 1.06590 0.49 -0.32 0.31 0.00
H -11.82755 -16.88299 2.42758 0.67 -0.16 -0.71 0.00
H -11.09749 -17.52568 -0.79840 0.67 0.26 0.52 0.00
H -9.36086 -17.95345 -0.55850 -0.30 0.14 -0.19 0.00
C -3.51381 -11.91343 -1.48251 -0.54 -0.63 0.79 0.00
O -4.88733 -11.47034 -1.70768 -0.78 -0.35 -0.49 0.00
C -5.92511 -12.25367 -1.35465 0.20 0.42 0.38 0.00
O -6.08071 -12.72873 -0.21875 0.17 0.59 -1.28 -0.01
N -6.84376 -12.39400 -2.35860 1.25 0.56 -0.32 0.00
N -8.07404 -12.95930 -2.01583 -0.25 -0.33 -0.40 0.00
H -2.91443 -11.46970 -2.29623 -0.28 -0.14 0.73 0.00
H -3.56301 -13.00419 -1.57217 0.53 0.17 -0.05 0.00
H -3.20135 -11.66946 -0.43810 -0.08 0.08 -1.05 0.00
H -6.58618 -12.02924 -3.30474 -0.57 -0.63 1.24 0.00
H -8.21804 -13.92972 -2.37087 0.18 1.09 0.17 0.00
H -8.82092 -12.33422 -2.32206 0.09 -0.51 0.11 0.00
Br -5.58243 -11.79856 5.33078 -0.56 0.85 0.38 0.00
C -5.16588 -13.29106 4.32526 -1.26 -0.14 -2.20 0.00
C -4.11869 -14.06022 4.77272 0.61 0.41 -0.30 0.00
C -3.71484 -15.11633 3.99470 0.29 -0.83 -0.02 0.00
Br -2.54618 -16.31580 4.87259 0.51 -0.30 -0.24 0.00
C -4.32607 -15.49459 2.75200 -0.29 -0.19 0.11 0.00
C -4.05330 -16.68749 1.97322 -2.93 1.47 -0.87 0.00
C -5.02622 -17.09065 1.02188 1.96 -0.04 1.09 0.00
C -6.08927 -16.23409 0.70854 -0.35 0.50 -0.05 0.00
N -6.26165 -15.04907 1.27724 0.53 -0.72 0.42 -0.01
C -5.42247 -14.69684 2.31814 -0.79 -0.01 0.58 0.00
C -5.89029 -13.56333 3.10854 1.72 -0.38 1.10 0.00
O -6.89108 -12.87890 2.72232 -1.54 0.37 -1.26 -0.03
H -3.61215 -13.66281 5.68243 -0.28 -1.11 -0.73 0.00
H -3.14366 -17.18560 2.10275 0.98 -1.06 0.42 0.00
H -4.93457 -18.06721 0.51882 0.04 0.73 0.18 0.00
H -6.82775 -16.50284 -0.05809 0.37 0.06 0.39 0.00
C -11.64180 -9.90259 -0.95407 0.57 -0.33 0.03 0.00
As -10.00438 -9.98740 0.12723 0.42 -1.71 1.58 0.00
C -8.41839 -9.11546 -0.53092 0.22 -1.00 -0.45 0.00
C -10.26395 -9.18047 1.85223 -1.42 0.21 0.43 0.00
O -9.56507 -11.65449 0.42069 -0.35 1.74 -0.61 -0.02
H -12.08235 -10.91189 -0.88855 0.38 0.34 -0.33 0.00
H -11.33804 -9.61197 -1.97017 -0.40 -0.29 0.26 0.00
H -12.38612 -9.21084 -0.55285 0.44 0.15 0.05 0.00
H -8.19820 -9.69564 -1.43593 0.37 0.42 0.05 0.00
H -7.57635 -9.20429 0.18894 -0.77 -0.16 -0.30 0.00
H -8.58294 -8.08150 -0.76930 -0.17 0.45 -0.17 0.00
H -9.51848 -8.38305 1.97024 -0.30 -0.24 0.07 0.00
H -10.09662 -9.99138 2.59263 -0.16 0.63 -0.38 0.00
H -11.32432 -8.75333 1.94449 1.61 -0.64 -0.01 0.00
```
Positions in Å, forces in eV/Å.

The calculation puts the HOMO-LUMO gap (spin up / spin down) at 4.993 / 6.578 eV. The expectation value of S² is 15.84. The HOMO energy (spin up / spin down) is -9.15 / -9.17 eV. The value obtained for the lowest unoccupied orbital energy (spin up / spin down) is -4.158 / -2.588 eV. Its charge is +1. Its spin multiplicity is 8.

=====

ΔE to the lowest compared entry with this formula, charge and spin across the listed records, respectively: 3.6, 13.9 kcal per mole.